1.
Formula: C17H46FNO9P
Source: the Open Molecules 2025 dataset
Level of theory: ωB97M-V with the def2-TZVPD basis set

* total charge: +1
* Kohn-Sham gap: 7.5 eV
* HOMO: -11.902 eV
* energy above the lowest of the compared OMol25 structures with the same formula, charge and spin: 48.3 kcal per mole
* LUMO energy: -4.4 eV

Last columns: bonded neighbours and bond lengths (Å).
Positions of all 75 atoms, in Å:
1 O -2.81847 -0.08050 3.27632  P2 1.512
2 P -2.70656 -1.28705 2.37137  O1 1.512, O3 1.690, O4 1.702, C5 1.867
3 O -4.01918 -1.45853 1.32110  P2 1.690, H12 0.979
4 O -2.75568 -2.65607 3.38148  P2 1.702, H13 0.985
5 C -1.10365 -1.40902 1.42128  P2 1.867, C6 1.597, H14 1.135, H15 1.130
6 C -0.78206 -0.13190 0.51869  C5 1.597, C7 1.586, N11 1.481, H16 1.129
7 C -0.89468 -0.49287 -1.02171  C6 1.586, C8 1.602, H17 1.124, H18 1.129
8 C -2.29679 0.20402 -1.35923  C7 1.602, F9 1.395, C10 1.594, H19 1.138
9 F -3.33945 -0.64153 -1.73830  C8 1.395
10 C -2.62259 1.21645 -0.17198  C8 1.594, N11 1.299, H20 1.118
11 N -1.74504 0.96868 0.75362  C6 1.481, C10 1.299, H21 1.031
12 H -4.01757 -2.40866 1.08325  O3 0.979
13 H -2.37726 -3.40454 2.86435  O4 0.985
14 H -1.19905 -2.29248 0.71560  C5 1.135
15 H -0.22222 -1.61658 2.09731  C5 1.130
16 H 0.24330 0.25415 0.79104  C6 1.129
17 H -1.05371 -1.56345 -1.32335  C7 1.124
18 H 0.00863 -0.12636 -1.59147  C7 1.129
19 H -1.99608 0.92624 -2.18611  C8 1.138
20 H -3.43073 1.98807 -0.13010  C10 1.118
21 H -1.68978 1.45921 1.65874  N11 1.031
22 C -5.35188 -6.39814 3.44136  C23 1.515, H25 1.092, H26 1.091, H27 1.094
23 C -4.27902 -5.35200 3.21805  C22 1.515, O24 1.430, H28 1.091, H29 1.094
24 O -3.49584 -5.67682 2.06648  C23 1.430, H30 0.964
25 H -4.90262 -7.38412 3.57631  C22 1.092
26 H -5.95132 -6.16068 4.32206  C22 1.091
27 H -6.01397 -6.46452 2.57337  C22 1.094
28 H -3.60767 -5.30333 4.07720  C23 1.091
29 H -4.72286 -4.36271 3.07035  C23 1.094
30 H -4.09104 -5.70977 1.30890  O24 0.964
31 C -1.18855 5.80465 1.09846  C32 1.516, H34 1.092, H35 1.091, H36 1.094
32 C -0.25820 4.71378 1.59110  C31 1.516, O33 1.428, H37 1.091, H38 1.094
33 O -0.63524 3.45144 1.03958  C32 1.428, H39 0.969
34 H -2.22132 5.58178 1.37603  C31 1.092
35 H -0.91230 6.77287 1.51945  C31 1.091
36 H -1.15925 5.87545 0.00748  C31 1.094
37 H -0.30694 4.63294 2.67768  C32 1.091
38 H 0.77670 4.92614 1.30686  C32 1.094
39 H -0.58107 3.52435 0.07499  O33 0.969
40 C 0.48892 4.05222 -4.25340  C41 1.515, H43 1.092, H44 1.092, H45 1.093
41 C -0.39631 3.42843 -3.19444  C40 1.515, O42 1.430, H46 1.093, H47 1.095
42 O -0.00576 3.87232 -1.89290  C41 1.430, H48 0.965
43 H 1.53507 3.79266 -4.07994  C40 1.092
44 H 0.20085 3.71261 -5.25074  C40 1.092
45 H 0.42126 5.14301 -4.22059  C40 1.093
46 H -0.30958 2.33886 -3.21652  C41 1.093
47 H -1.44618 3.69532 -3.35722  C41 1.095
48 H -0.09088 4.83339 -1.87557  O42 0.965
49 C 5.05681 2.39336 -3.01935  C50 1.516, H52 1.092, H53 1.091, H54 1.094
50 C 4.52860 3.78249 -2.72064  C49 1.516, O51 1.428, H55 1.091, H56 1.095
51 O 3.10163 3.79421 -2.76705  C50 1.428, H57 0.964
52 H 4.72386 2.06046 -4.00491  C49 1.092
53 H 6.14754 2.37546 -2.99264  C49 1.091
54 H 4.67571 1.66982 -2.29212  C49 1.094
55 H 4.89326 4.49658 -3.46005  C50 1.091
56 H 4.85071 4.11636 -1.72930  C50 1.095
57 H 2.78390 3.16922 -2.10562  O51 0.964
58 C -2.07320 -3.56144 6.32141  C59 1.517, H61 1.092, H62 1.092, H63 1.092
59 C -1.16524 -4.66435 6.83139  C58 1.517, O60 1.425, H64 1.091, H65 1.095
60 O -1.56978 -5.92487 6.30520  C59 1.425, H66 0.963
61 H -3.10984 -3.75699 6.60545  C58 1.092
62 H -1.77407 -2.59144 6.72500  C58 1.092
63 H -2.04579 -3.51087 5.23046  C58 1.092
64 H -1.21214 -4.72569 7.91935  C59 1.091
65 H -0.12562 -4.47950 6.54076  C59 1.095
66 H -1.51691 -5.87053 5.34495  O60 0.963
67 C 6.73949 -1.21680 -6.09973  C68 1.516, H70 1.092, H71 1.092, H72 1.093
68 C 6.92852 0.27967 -5.94387  C67 1.516, O69 1.424, H73 1.091, H74 1.095
69 O 7.49803 0.57935 -4.67339  C68 1.424, H75 0.964
70 H 6.09133 -1.60492 -5.31067  C67 1.092
71 H 6.29679 -1.45624 -7.06901  C67 1.092
72 H 7.69631 -1.73855 -6.01279  C67 1.093
73 H 5.96874 0.79485 -6.01002  C68 1.091
74 H 7.58574 0.67244 -6.72604  C68 1.095
75 H 8.34923 0.13052 -4.62305  O69 0.964



2.
Formula: C17H47N4O5
Source: the Open Molecules 2025 dataset
Level of theory: ωB97M-V with the def2-TZVPD basis set

* total charge: -2
* Kohn-Sham gap (spin up / spin down): 1.7 / 4.2 eV
* HOMO (spin up / spin down): 2.912 / 0.391 eV
* 2S+1: 2
* energy above the lowest of the compared OMol25 structures with the same formula, charge and spin: 3.8 kcal per mole
* LUMO energy (spin up / spin down): 4.6 / 4.6 eV
* ⟨S²⟩: 0.7503

Last columns: bonded neighbours and bond lengths (Å).
Positions of all 73 atoms, in Å:
1 C -0.25647 1.35448 0.35412  O2 1.403, H3 1.090, H4 1.090, H5 1.090
2 O -1.22915 1.46670 1.35837  C1 1.403
3 H 0.53660 0.64173 0.58019  C1 1.090
4 H -0.69492 0.98192 -0.57166  C1 1.090
5 H 0.19631 2.31056 0.09142  C1 1.090
6 C 1.91282 -4.24833 0.38941  C7 1.567, H12 1.090, H13 1.090, H14 1.090
7 C 0.99458 -3.32887 1.26444  C6 1.567, C8 1.518, N11 1.478, H15 1.090
8 C 1.76694 -2.15642 1.84105  C7 1.518, O9 1.437, H16 1.090, H17 1.090
9 O 0.98999 -1.34862 2.74025  C8 1.437, C10 1.456
10 C 1.69935 -0.19179 3.26761  O9 1.456, H18 1.090, H19 1.090, H20 1.090
11 N -0.05924 -2.89442 0.32414  C7 1.478, H21 1.010, H22 1.010
12 H 1.33445 -5.06994 -0.03316  C6 1.090
13 H 2.75603 -4.72500 0.88929  C6 1.090
14 H 2.22891 -3.72344 -0.51208  C6 1.090
15 H 0.57657 -3.85160 2.12473  C7 1.090
16 H 2.07398 -1.51565 1.01447  C8 1.090
17 H 2.54687 -2.58369 2.47134  C8 1.090
18 H 2.68236 -0.52643 3.59896  C10 1.090
19 H 0.92125 0.29554 3.85513  C10 1.090
20 H 1.90977 0.52840 2.47694  C10 1.090
21 H 0.42046 -2.40567 -0.41823  N11 1.010
22 H -0.45666 -3.69933 -0.13875  N11 1.010
23 C 2.15847 3.75810 4.59386  C24 1.536, H29 1.090, H30 1.090, H31 1.090
24 C 1.10356 4.22086 3.57712  C23 1.536, C25 1.553, N28 1.460, H32 1.090
25 C 1.61951 4.29841 2.11454  C24 1.553, O26 1.443, H33 1.090, H34 1.090
26 O 0.66263 5.09958 1.39103  C25 1.443, C27 1.402
27 C 1.18859 5.78469 0.28701  O26 1.402, H35 1.090, H36 1.090, H37 1.090
28 N -0.10503 3.40602 3.65587  C24 1.460, H38 1.010, H39 1.010
29 H 2.62018 2.80393 4.33995  C23 1.090
30 H 1.68228 3.54893 5.55176  C23 1.090
31 H 2.86922 4.54676 4.84078  C23 1.090
32 H 0.75744 5.21358 3.86490  C24 1.090
33 H 1.82537 3.29898 1.73134  C25 1.090
34 H 2.60303 4.76700 2.14937  C25 1.090
35 H 1.86841 6.56977 0.61809  C27 1.090
36 H 0.39529 6.28261 -0.27052  C27 1.090
37 H 1.61864 5.13693 -0.47691  C27 1.090
38 H -0.29094 3.27914 4.64046  N28 1.010
39 H 0.18758 2.47369 3.40046  N28 1.010
40 C -3.52115 -0.61398 -2.82962  C41 1.513, H46 1.090, H47 1.090, H48 1.090
41 C -3.70452 -0.91147 -1.35772  C40 1.513, C42 1.543, N45 1.458, H49 1.090
42 C -4.94217 -1.77899 -1.04643  C41 1.543, O43 1.496, H50 1.090, H51 1.090
43 O -4.79736 -2.17493 0.38934  C42 1.496, C44 1.426
44 C -5.79808 -3.11163 0.78220  O43 1.426, H52 1.090, H53 1.090, H54 1.090
45 N -2.46901 -1.46801 -0.81954  C41 1.458, H55 1.010, H56 1.010
46 H -4.32763 0.00989 -3.21495  C40 1.090
47 H -3.48867 -1.50848 -3.45164  C40 1.090
48 H -2.81735 0.18167 -3.07398  C40 1.090
49 H -3.98414 -0.00657 -0.81821  C41 1.090
50 H -4.75918 -2.64014 -1.68910  C42 1.090
51 H -5.89020 -1.27992 -1.24709  C42 1.090
52 H -5.61391 -3.36454 1.82634  C44 1.090
53 H -5.62984 -4.01613 0.19767  C44 1.090
54 H -6.83173 -2.79925 0.63354  C44 1.090
55 H -2.58463 -2.45328 -1.00926  N45 1.010
56 H -1.86885 -1.06672 -1.52585  N45 1.010
57 C 0.43628 -1.49835 -5.01749  C58 1.584, H63 1.090, H64 1.090, H65 1.090
58 C 0.78361 -1.43965 -3.47309  C57 1.584, C59 1.567, N62 1.397, H66 1.090
59 C 2.05992 -0.56195 -3.23639  C58 1.567, O60 1.434, H67 1.090, H68 1.090
60 O 2.38550 -0.44359 -1.84444  C59 1.434, C61 1.426
61 C 3.62784 0.19604 -1.55756  O60 1.426, H69 1.090, H70 1.090, H71 1.090
62 N -0.28986 -0.83582 -2.81382  C58 1.397, H72 1.010, H73 1.010
63 H 0.45473 -0.52555 -5.50883  C57 1.090
64 H -0.53794 -1.84739 -5.35976  C57 1.090
65 H 1.21073 -1.95693 -5.63233  C57 1.090
66 H 0.96115 -2.37160 -2.93640  C58 1.090
67 H 1.89463 0.45562 -3.59040  C59 1.090
68 H 2.97683 -0.83662 -3.75789  C59 1.090
69 H 4.47956 -0.47627 -1.66086  C61 1.090
70 H 3.51821 0.64592 -0.57080  C61 1.090
71 H 3.74329 1.06687 -2.20287  C61 1.090
72 H -0.53764 -0.06388 -3.41617  N62 1.010
73 H 0.24651 -0.30348 -2.14372  N62 1.010



3.
Formula: C17H47NO6
Source: the Open Molecules 2025 dataset
Level of theory: ωB97M-V with the def2-TZVPD basis set

* SMILES string: COC[C@H](C)N.CC(C)O.CC(C)O.CC(C)O.CC(C)O.CO
* Kohn-Sham gap: 9.0 eV
* HOMO: -8.524 eV
* energy above the lowest of the compared OMol25 structures with the same formula, charge and spin: 0.0 kcal per mole
* LUMO energy: 0.5 eV

Last columns: bonded neighbours and bond lengths (Å).
Positions of all 71 atoms, in Å:
1 C -6.22752 12.46320 19.13362  O2 1.438, H7 1.090, H8 1.090, H9 1.090
2 O -6.86246 11.18859 18.93574  C1 1.438, C3 1.470
3 C -5.90177 10.08032 18.83269  O2 1.470, C4 1.506, H10 1.090, H11 1.090
4 C -6.63413 8.78803 18.58589  C3 1.506, C5 1.558, N6 1.453, H12 1.090
5 C -7.33819 8.91189 17.20160  C4 1.558, H13 1.090, H14 1.090, H15 1.090
6 N -7.54270 8.58432 19.70087  C4 1.453, H16 1.010, H17 1.010
7 H -5.74279 12.63566 20.09455  C1 1.090
8 H -6.96962 13.25788 19.21008  C1 1.090
9 H -5.49769 12.70219 18.36010  C1 1.090
10 H -5.22324 10.27500 18.00216  C3 1.090
11 H -5.28385 9.87943 19.70785  C3 1.090
12 H -5.95700 7.93394 18.57560  C4 1.090
13 H -7.88190 9.85377 17.12850  C5 1.090
14 H -8.02545 8.08491 17.02305  C5 1.090
15 H -6.61335 8.90106 16.38761  C5 1.090
16 H -6.93191 8.72875 20.49219  N6 1.010
17 H -8.12346 9.40594 19.78904  N6 1.010
18 C -5.25306 16.58565 23.13770  C19 1.533, H22 1.090, H23 1.090, H24 1.090
19 C -4.88850 15.10280 23.00283  C18 1.533, C20 1.561, O21 1.385, H25 1.090
20 C -5.16943 14.40722 24.37129  C19 1.561, H26 1.090, H27 1.090, H28 1.090
21 O -5.71714 14.52892 22.05229  C19 1.385, H29 0.960
22 H -4.52801 17.06017 23.79893  C18 1.090
23 H -6.17736 16.84769 23.65259  C18 1.090
24 H -5.22342 17.05404 22.15391  C18 1.090
25 H -3.88082 14.97005 22.60906  C19 1.090
26 H -4.57378 14.79346 25.19840  C20 1.090
27 H -4.80094 13.39714 24.19227  C20 1.090
28 H -6.23182 14.30132 24.59091  C20 1.090
29 H -5.42212 14.73020 21.16120  O21 0.960
30 C -4.80783 5.37159 22.75350  C31 1.545, H34 1.090, H35 1.090, H36 1.090
31 C -4.78112 5.34347 21.20928  C30 1.545, C32 1.505, O33 1.382, H37 1.090
32 C -3.78270 6.32885 20.66293  C31 1.505, H38 1.090, H39 1.090, H40 1.090
33 O -4.41311 4.10375 20.72283  C31 1.382, H41 0.960
34 H -3.84470 5.40475 23.26280  C30 1.090
35 H -5.31779 4.52262 23.20879  C30 1.090
36 H -5.39990 6.22250 23.09041  C30 1.090
37 H -5.76688 5.56515 20.80032  C31 1.090
38 H -4.06580 7.36731 20.83485  C32 1.090
39 H -3.63561 6.27904 19.58405  C32 1.090
40 H -2.81884 6.16224 21.14389  C32 1.090
41 H -5.08611 3.50599 21.05651  O33 0.960
42 C -8.14197 10.55412 22.71852  C43 1.506, H46 1.090, H47 1.090, H48 1.090
43 C -6.63779 10.49812 22.68279  C42 1.506, C44 1.527, O45 1.431, H49 1.090
44 C -6.11555 10.71704 24.10081  C43 1.527, H50 1.090, H51 1.090, H52 1.090
45 O -6.27162 9.22165 22.14988  C43 1.431, H53 0.960
46 H -8.63933 10.61911 21.75079  C42 1.090
47 H -8.40280 11.51896 23.15342  C42 1.090
48 H -8.61875 9.82376 23.37224  C42 1.090
49 H -6.21974 11.12587 21.89586  C43 1.090
50 H -6.46527 11.64990 24.54305  C44 1.090
51 H -5.02642 10.75977 24.10998  C44 1.090
52 H -6.23729 9.91055 24.82390  C44 1.090
53 H -5.31366 9.17660 22.19316  O45 0.960
54 C 1.24312 8.56723 21.92862  C55 1.552, H58 1.090, H59 1.090, H60 1.090
55 C -0.11801 9.25681 21.64386  C54 1.552, C56 1.540, O57 1.418, H61 1.090
56 C 0.01191 10.18653 20.42333  C55 1.540, H62 1.090, H63 1.090, H64 1.090
57 O -1.10297 8.29278 21.31103  C55 1.418, H65 0.960
58 H 2.07831 9.26758 21.91938  C54 1.090
59 H 1.41260 7.81138 21.16176  C54 1.090
60 H 1.30133 8.07799 22.90090  C54 1.090
61 H -0.44711 9.79321 22.53384  C55 1.090
62 H 0.48547 9.63867 19.60866  C56 1.090
63 H 0.64402 11.02805 20.70687  C56 1.090
64 H -0.91715 10.64096 20.07916  C56 1.090
65 H -0.93712 7.48615 21.80443  O57 0.960
66 C -3.25199 10.99918 21.77467  O67 1.396, H68 1.090, H69 1.090, H70 1.090
67 O -3.56696 9.63988 21.81784  C66 1.396, H71 0.960
68 H -3.91290 11.62728 22.37198  C66 1.090
69 H -2.22988 11.28609 22.02186  C66 1.090
70 H -3.31386 11.32080 20.73504  C66 1.090
71 H -2.84478 9.18845 21.37481  O67 0.960